Model A:
Entry from OMol25: 2 unconnected molecules or ions with the total composition C3H10N2 (ωB97M-V/def2-TZVPD).

The HOMO-LUMO gap comes out at 0.37015 hartree. The value obtained for the molar mass is 74.1 g mol⁻¹. For the HOMO energy, the calculation gives -9.033 eV. As for the SMILES: C=N.CNC.

```
! RIJCOSX wB97M-V def2-TZVPD def2/J DEFGRID3
* xyz 0 1
N 1.31 -2.72 -4.65
N -1.23 1.40 2.95
C -0.49 2.33 2.07
C 2.47 -2.33 -4.31
C -1.44 0.11 2.24
H -2.49 0.02 1.93
H 1.29 -3.69 -4.96
H -1.22 -0.75 2.87
H 2.63 -1.25 -4.43
H 3.17 -2.81 -3.62
H -0.89 0.06 1.31
H 0.47 1.86 1.87
H -2.15 1.82 3.01
H -0.98 2.64 1.14
H -0.48 3.30 2.58
*
```

natural (NBO) atomic charge list, values in e, 2 entries:
1 N -0.617
2 N -0.609


Model B:
Entry from OMol25: 2 unconnected molecules or ions with the total composition C3H10N2 (ωB97M-V/def2-TZVPD).

The HOMO-LUMO gap comes out at 0.34252 hartree. The value obtained for the molar mass is 74.1 g mol⁻¹. For the HOMO energy, the calculation gives -8.370 eV. As for the SMILES: C=CN.CN.

```
! RIJCOSX wB97M-V def2-TZVPD def2/J DEFGRID3
* xyz 0 1
N -1.89 -0.61 1.59
N 1.18 1.13 -1.21
C 2.28 0.47 -0.65
C 2.49 -0.84 -0.50
C -2.79 -0.21 0.52
H 1.14 2.12 -1.03
H -1.14 -1.26 1.43
H -1.58 0.13 2.19
H -3.31 0.65 0.95
H -2.27 -0.01 -0.41
H -3.57 -0.98 0.41
H 3.22 -0.98 0.29
H 0.92 0.88 -2.16
H 2.99 1.21 -0.28
H 2.33 -1.70 -1.12
*
```

natural (NBO) atomic charge list, values in e, 2 entries:
1 N -0.869
2 N -0.833


Model C:
Entry from OMol25: 2 unconnected molecules or ions with the total composition C3H10N2 (ωB97M-V/def2-TZVPD).

The HOMO-LUMO gap comes out at 0.38120 hartree. The value obtained for the molar mass is 74.1 g mol⁻¹. For the HOMO energy, the calculation gives -9.291 eV. As for the SMILES: C=N.CCN.

```
! RIJCOSX wB97M-V def2-TZVPD def2/J DEFGRID3
* xyz 0 1
N 1.02 0.28 -1.22
N -1.15 1.32 0.99
C -0.18 -1.72 -0.03
C -1.42 2.25 1.82
C 0.83 -1.18 -1.08
H -0.12 1.29 0.94
H 1.77 -1.72 -1.11
H 0.13 -1.47 0.98
H -2.19 2.97 1.56
H -0.74 2.47 2.66
H -1.10 -1.21 -0.29
H 1.91 0.56 -0.82
H 1.25 0.39 -2.20
H 0.26 -1.45 -1.97
H -0.24 -2.78 -0.23
*
```

natural (NBO) atomic charge list, values in e, 2 entries:
1 N -0.830
2 N -0.614


Model D:
Entry from OMol25: 2 unconnected molecules or ions with the total composition C3H10N2 (ωB97M-V/def2-TZVPD).

The HOMO-LUMO gap comes out at 0.35962 hartree. The value obtained for the molar mass is 74.1 g mol⁻¹. For the HOMO energy, the calculation gives -8.764 eV. As for the SMILES: [H]/N=C/N.CC.

```
! RIJCOSX wB97M-V def2-TZVPD def2/J DEFGRID3
* xyz 0 1
N -1.63 2.39 -1.73
N -2.65 0.46 -2.39
C 3.79 -2.49 2.63
C -2.81 1.68 -1.81
C 2.59 -1.40 2.63
H -3.78 1.77 -1.28
H 2.31 -1.08 1.57
H 4.74 -2.01 2.48
H -1.73 0.20 -2.72
H -3.47 -0.16 -2.36
H -1.64 3.19 -1.10
H 2.84 -0.39 3.11
H 3.68 -2.99 3.57
H 1.67 -1.99 3.00
H 3.82 -3.26 1.83
*
```

natural (NBO) atomic charge list, values in e, 2 entries:
1 N -0.770
2 N -0.807


Decreasing stability: model D, model B, model C, model A


Model A:
Entry from OMol25: a molecular structure, H2MgO (ωB97M-V/def2-TZVPD).

The HOMO-LUMO gap comes out at 0.46399 hartree. The value obtained for the molar mass is 42.3 g mol⁻¹. For the HOMO energy, the calculation gives -26.178 eV.

```
! RIJCOSX wB97M-V def2-TZVPD def2/J DEFGRID3
* xyz 2 1
Mg -0.46 -0.08 -1.50
O 0.12 0.02 0.10
H -0.14 -0.69 0.74
H 0.48 0.74 0.66
*
```

natural (NBO) atomic charge list, values in e, 2 entries:
1 Mg 1.973
2 O -1.152


Model B:
Entry from OMol25: a molecular structure, H2MgO (ωB97M-V/def2-TZVPD).

The HOMO-LUMO gap comes out at 0.44893 hartree. The value obtained for the molar mass is 42.3 g mol⁻¹. For the HOMO energy, the calculation gives -25.835 eV.

```
! RIJCOSX wB97M-V def2-TZVPD def2/J DEFGRID3
* xyz 2 1
Mg -0.72 1.31 -0.65
O 0.09 -0.15 -0.02
H -0.34 -0.99 0.23
H 0.97 -0.17 0.43
*
```

natural (NBO) atomic charge list, values in e, 2 entries:
1 Mg 1.971
2 O -1.145


Model C:
Entry from OMol25: a molecular structure, H2MgO (ωB97M-V/def2-TZVPD).

The HOMO-LUMO gap comes out at 0.51324 hartree. The value obtained for the molar mass is 42.3 g mol⁻¹. For the HOMO energy, the calculation gives -27.312 eV.

```
! RIJCOSX wB97M-V def2-TZVPD def2/J DEFGRID3
* xyz 2 1
Mg 0.16 -1.36 -0.35
O 0.06 0.08 0.03
H -0.19 0.79 -0.60
H -0.03 0.49 0.92
*
```

natural (NBO) atomic charge list, values in e, 2 entries:
1 Mg 1.976
2 O -1.172


Decreasing stability: model B, model A, model C


Model A:
Entry from OMol25: a molecular structure, C37H39Cl3GeMgN8O5PSTe (ωB97M-V/def2-TZVPD).

As for the expectation value of S²: 0.754. The HOMO-LUMO gap (spin up / spin down) comes out at 0.28032 / 0.24506 hartree. The value obtained for the molar mass is 1069.7 g mol⁻¹. For the HOMO energy (spin up / spin down), the calculation gives -7.716 / -7.981 eV.

```
! RIJCOSX wB97M-V def2-TZVPD def2/J DEFGRID3
* xyz 0 2
Te 5.28 4.02 1.76
Ge 4.86 0.59 -0.83
Cl 6.76 -0.62 -1.13
Cl 4.80 0.41 1.47
Cl 6.10 2.72 -0.71
S 2.39 -2.64 -0.44
P 3.26 3.64 0.53
Mg 2.16 0.58 1.15
O 3.27 4.32 -0.91
O 2.79 2.24 0.27
O -5.26 0.09 -1.47
O 2.05 4.35 1.31
O 2.88 -1.31 0.04
N -2.36 -3.60 -0.65
N 0.19 1.69 0.17
N -1.46 3.02 0.65
N -1.39 -2.10 0.59
N -0.88 3.56 -0.44
N -7.14 -0.06 -2.58
N -2.58 -4.00 0.62
N -7.23 1.01 -1.73
C 3.65 -4.15 -2.31
C -1.98 -3.07 1.33
C 5.93 -4.59 -0.79
C -4.47 -2.48 -2.17
C 3.11 6.61 -1.66
C -1.65 -2.46 -0.64
C 5.82 -5.13 -2.06
C 2.11 -3.94 3.39
C 2.36 -3.13 2.29
C 1.52 0.48 3.16
C 2.04 5.52 3.43
C -4.34 2.33 0.11
C -4.93 3.71 1.98
C -6.11 1.07 -1.09
C -6.27 3.40 1.80
C 0.11 2.74 -0.69
C -5.05 -3.39 -4.71
C -5.69 2.01 -0.06
C 2.16 5.64 1.92
C -0.82 1.89 0.99
C -6.66 2.56 0.78
C -2.55 3.72 1.30
C -3.83 -3.62 -2.64
C 1.62 -4.92 0.84
C -2.88 -4.39 -1.75
C 3.78 -3.60 -1.04
C 4.04 5.46 -1.33
C 1.37 -5.71 1.94
C -5.70 -2.26 -4.24
C 4.69 -4.92 -2.82
C -4.11 -4.06 -3.93
C -3.96 3.21 1.12
C 1.62 -5.22 3.22
C -5.39 -1.80 -2.97
C -5.98 -0.59 -2.40
C 2.12 -3.64 1.03
C 4.91 -3.81 -0.27
H -2.06 -4.79 -2.34
H 4.60 5.14 -2.21
H -1.07 1.27 1.84
H -3.61 -4.93 -4.32
H 4.60 -5.34 -3.81
H 1.44 -5.29 -0.17
H 2.36 6.28 -2.37
H 2.29 -3.55 4.38
H -1.96 -3.09 2.41
H -3.40 -5.22 -1.29
H 4.76 5.73 -0.56
H 2.60 6.96 -0.76
H 1.35 6.25 1.52
H -2.32 3.78 2.37
H -2.51 4.73 0.88
H 2.87 4.93 3.82
H 6.64 -5.72 -2.46
H 1.11 5.01 3.69
H 0.98 -6.71 1.80
H 3.11 6.10 1.66
H 2.74 -3.99 -2.88
H -1.35 -1.93 -1.54
H -7.01 3.81 2.48
H 1.53 1.48 3.59
H 6.82 -4.75 -0.19
H 0.81 2.90 -1.49
H 0.51 0.08 3.29
H 4.99 -3.36 0.71
H -4.64 4.38 2.78
H 2.18 -0.13 3.80
H -3.60 1.92 -0.57
H -5.26 -3.75 -5.71
H 1.42 -5.85 4.08
H -4.29 -2.13 -1.17
H 3.68 7.44 -2.08
H -7.70 2.30 0.62
H -6.42 -1.73 -4.84
H 2.05 6.51 3.89
H 2.73 -2.12 2.40
*
```

Löwdin atomic charge list, values in e, 2 entries:
1 Te 0.707
2 Ge 0.191


Model B:
Entry from OMol25: a molecular structure, C37H39Cl3GeMgN8O5PSTe (ωB97M-V/def2-TZVPD).

As for the expectation value of S²: 0.754. The HOMO-LUMO gap (spin up / spin down) comes out at 0.27678 / 0.24620 hartree. The value obtained for the molar mass is 1069.7 g mol⁻¹. For the HOMO energy (spin up / spin down), the calculation gives -7.650 / -7.960 eV.

```
! RIJCOSX wB97M-V def2-TZVPD def2/J DEFGRID3
* xyz 0 2
Te -5.49 1.38 -3.74
Ge -1.32 0.73 -4.48
Cl -3.52 0.22 -5.48
Cl -0.55 1.69 -6.39
Cl -2.14 2.66 -3.56
S 1.88 1.76 -2.61
P -4.18 -0.10 -2.38
Mg -1.51 1.46 -1.29
O -4.18 -1.61 -2.94
O -4.86 -0.22 -0.92
O -2.75 0.18 -2.13
O 1.95 -3.02 4.33
O 0.39 1.67 -2.62
N 3.74 1.33 2.31
N 1.81 0.61 1.47
N 1.76 -4.26 6.11
N 3.93 0.17 1.67
N -2.73 -2.28 1.00
N -2.54 -1.35 1.96
N -1.62 -0.55 0.16
N 3.01 -4.44 5.62
C -3.10 -1.56 3.29
C 3.14 5.89 -1.17
C -5.17 -2.22 -3.75
C -5.84 -3.35 -2.98
C 1.36 4.35 -1.70
C 5.27 -4.31 3.47
C -2.72 -1.81 5.73
C -0.20 -2.90 5.45
C -6.27 -0.29 -0.74
C 3.35 2.38 -6.87
C 6.27 -3.95 2.58
C 2.75 -0.25 1.17
C 3.67 3.69 -1.97
C 3.11 -3.68 4.57
C 3.88 1.38 -6.08
C -1.86 -0.31 1.44
C 4.24 -3.41 3.71
C 2.46 1.57 2.16
C -2.20 -1.95 4.45
C -2.17 -1.76 -0.06
C 2.36 3.22 -6.38
C 5.24 -1.80 2.24
C -0.77 -2.79 6.71
C 1.15 -3.43 5.34
C 3.42 1.22 -4.78
C 5.23 -0.43 1.63
C 6.25 -2.71 1.95
C -0.91 -2.48 4.31
C -2.02 -2.23 6.85
C -6.78 0.95 -0.02
C 4.25 -2.16 3.11
C 2.31 3.42 -2.06
C 1.89 3.06 -5.09
C 4.08 4.93 -1.52
C 1.78 5.60 -1.26
C -2.10 2.94 0.09
C 2.43 2.06 -4.30
H -6.60 1.83 -0.64
H -6.24 1.08 0.92
H 3.84 0.46 -4.14
H -1.58 0.58 1.98
H -3.16 2.82 0.33
H -3.64 -0.65 3.56
H -2.46 -2.12 7.83
H 5.26 -5.27 3.96
H 7.07 -4.65 2.36
H 4.65 0.73 -6.46
H -6.40 -2.94 -2.13
H 1.05 6.34 -0.97
H 4.39 2.94 -2.25
H -2.17 -2.24 -1.02
H -5.08 -4.02 -2.59
H -6.52 -3.90 -3.62
H 2.62 -1.16 0.61
H -0.21 -3.13 7.57
H 3.70 2.51 -7.89
H -6.48 -1.18 -0.14
H -1.57 2.91 1.04
H 1.10 3.69 -4.70
H 1.94 4.00 -7.00
H -7.84 0.86 0.18
H 5.60 -0.46 0.59
H 3.46 -1.46 3.36
H -5.90 -1.48 -4.09
H 1.97 2.44 2.57
H 5.14 5.15 -1.44
H -3.82 -2.37 3.16
H 7.03 -2.45 1.25
H 0.31 4.10 -1.77
H -4.66 -2.62 -4.63
H -0.47 -2.60 3.33
H 5.88 0.24 2.20
H -3.71 -1.38 5.86
H 3.46 6.86 -0.82
H -2.00 3.97 -0.29
H -6.78 -0.39 -1.71
*
```

Löwdin atomic charge list, values in e, 2 entries:
1 Te 0.711
2 Ge 0.224


Decreasing stability: model A, model B


Model A:
Entry from OMol25: a gas-phase ion, C5H14N2 (charge -1) (ωB97M-V/def2-TZVPD).

As for the expectation value of S²: 0.750. The HOMO-LUMO gap (spin up / spin down) comes out at 0.10295 / 0.34742 hartree. The value obtained for the molar mass is 102.2 g mol⁻¹. For the HOMO energy (spin up / spin down), the calculation gives 1.339 / -5.405 eV.

```
! RIJCOSX wB97M-V def2-TZVPD def2/J DEFGRID3
* xyz -1 2
N -0.49 -0.64 -1.38
N 2.51 -0.73 -1.30
C 0.33 -0.13 -0.25
C -0.42 -0.26 1.06
C 1.64 -0.86 -0.15
C -1.79 0.44 1.08
C -1.71 1.96 1.15
H 0.20 0.25 1.81
H -0.53 -1.30 1.37
H -2.64 2.40 0.79
H 0.55 0.93 -0.46
H 2.55 -1.56 -1.87
H -1.05 0.15 -1.73
H -2.36 0.05 1.93
H 1.41 -1.92 0.01
H -0.87 2.35 0.56
H -1.51 2.33 2.16
H 0.15 -0.73 -2.18
H -2.36 0.09 0.22
H 2.12 -0.49 0.76
H 2.31 0.09 -1.86
*
```

natural (NBO) atomic charge list, values in e, 2 entries:
1 N -0.951
2 N -0.949


Model B:
Entry from OMol25: a gas-phase ion, C5H14N2 (charge -1) (ωB97M-V/def2-TZVPD).

As for the expectation value of S²: 0.750. The HOMO-LUMO gap (spin up / spin down) comes out at 0.09532 / 0.32271 hartree. The value obtained for the molar mass is 102.2 g mol⁻¹. For the HOMO energy (spin up / spin down), the calculation gives 1.474 / -4.776 eV.

```
! RIJCOSX wB97M-V def2-TZVPD def2/J DEFGRID3
* xyz -1 2
N 0.10 -2.57 1.91
N 0.06 -0.86 0.19
C -0.77 0.74 -1.42
C 0.53 -1.25 1.48
C -0.05 0.55 -0.12
C -1.21 2.09 -1.86
C 1.35 1.22 -0.07
H -1.81 2.65 -1.14
H 1.99 0.76 -0.83
H 1.76 1.09 0.93
H -0.70 -1.33 -0.27
H -0.64 1.12 0.64
H -0.12 0.29 -2.20
H 0.57 -3.32 1.43
H 1.28 2.28 -0.30
H -1.59 -0.01 -1.52
H -0.34 2.72 -2.11
H 0.18 -0.52 2.24
H 1.62 -1.17 1.55
H -0.90 -2.57 1.82
H -1.70 2.01 -2.83
*
```

natural (NBO) atomic charge list, values in e, 2 entries:
1 N -0.909
2 N -0.716


Decreasing stability: model A, model B


Model A:
Entry from OMol25: C3H2N2O3 in the gas phase (ωB97M-V/def2-TZVPD).

The HOMO-LUMO gap comes out at 0.35439 hartree. The value obtained for the molar mass is 114.1 g mol⁻¹. For the HOMO energy, the calculation gives -10.413 eV. As for the SMILES: O=C1OC=NC=NO1.

```
! RIJCOSX wB97M-V def2-TZVPD def2/J DEFGRID3
* xyz 0 1
O -0.58 1.21 -0.14
O -2.27 -0.21 -0.28
O -0.49 -1.04 0.55
N 1.72 0.70 -0.02
N 0.70 -1.62 -0.01
C -1.19 0.13 -0.02
C 1.57 -0.72 -0.33
C 0.69 1.47 0.25
H 0.71 2.39 0.48
H 2.67 -1.03 -0.63
*
```

natural (NBO) atomic charge list, values in e, 2 entries:
1 O -0.479
2 O -0.488


Model B:
Entry from OMol25: C3H2N2O3 in the gas phase (ωB97M-V/def2-TZVPD).

The HOMO-LUMO gap comes out at 0.34162 hartree. The value obtained for the molar mass is 114.1 g mol⁻¹. For the HOMO energy, the calculation gives -10.417 eV. As for the SMILES: O=c1oncnc1O.

```
! RIJCOSX wB97M-V def2-TZVPD def2/J DEFGRID3
* xyz 0 1
O -1.63 1.27 -0.23
O -1.72 -1.33 0.29
O 0.59 -1.44 -0.14
N 0.54 1.47 0.27
N 1.83 -0.67 -0.25
C -0.63 -0.78 0.00
C 1.76 0.63 0.22
C -0.45 0.67 -0.09
H -1.32 2.16 -0.43
H 2.77 1.17 0.27
*
```

natural (NBO) atomic charge list, values in e, 2 entries:
1 O -0.590
2 O -0.496


Decreasing stability: model B, model A